No. 1
A structure of composition C20H38Cl4O4S. Source: the Open Molecules 2025 dataset; level of theory: ωB97M-V with the def2-TZVPD basis set.

molecular weight: 516.40 g/mol
HOMO-LUMO gap: 10.13 eV
calculated total energy: -3324.5929 Eh

Geometry as ORCA input:
```
! wB97M-V def2-TZVPD RIJCOSX def2/J DEFGRID3
* xyz 0 1
C 0.34495 -1.86157 2.24482
C 1.02075 -2.28568 1.09245
C 2.24234 -1.49580 0.44041
C 1.89200 -0.80852 -0.95592
O 0.48613 -0.68026 -1.35296
S 0.68793 0.01898 -2.88937
O -0.17118 1.18435 -3.23672
O 0.43638 -1.13466 -3.79948
O 2.25574 0.62391 -2.82207
C 2.74984 0.43993 -1.45065
C 2.76590 1.75702 -0.51995
C 1.25505 2.08634 -0.13936
C 1.07404 3.40077 0.75770
C -0.52355 3.54903 1.01036
C -1.06176 2.56194 2.15824
C -2.36678 1.73941 1.75121
C -2.15177 0.69048 0.56042
C -3.42706 -0.25112 0.32128
C -3.50647 -0.85067 -1.17640
C -4.56164 -0.08642 -2.10749
C -3.98732 1.32118 -2.65964
H -0.57824 -2.41723 2.61695
H 0.64738 -0.93476 2.81568
H 0.72556 -3.25091 0.57804
H 2.74484 -0.78597 1.18633
H 3.04047 -2.28759 0.21019
H 2.24104 -1.61726 -1.70045
H 3.81491 0.03824 -1.36854
H 3.23101 2.59631 -1.14870
H 3.46063 1.62540 0.38440
H 0.65800 2.26525 -1.09375
H 0.75281 1.23600 0.43632
H 1.53991 3.24295 1.78228
H 1.46417 4.34942 0.24732
H -0.82343 4.63136 1.15504
H -1.00012 3.20255 0.02279
H -1.36272 3.23946 3.03550
H -0.21154 1.89140 2.53550
H -2.72180 1.20413 2.70317
H -3.18795 2.50689 1.52082
H -1.86018 1.28708 -0.37438
H -1.23222 0.04010 0.78720
H -3.29910 -1.16910 1.00132
H -4.41039 0.22501 0.63294
H -3.73842 -1.97339 -1.12360
H -2.46933 -0.75626 -1.66082
H -4.71780 -0.73934 -3.03755
H -5.59108 0.02777 -1.62400
H -4.77240 2.14110 -2.64694
H -3.59953 1.13524 -3.72084
H -3.10649 1.69917 -2.04767
Cl 5.67155 -0.28360 1.57241
C 6.51239 1.07239 2.36631
C 5.68641 1.68453 3.47844
Cl 4.25311 2.53927 2.85594
H 6.76414 1.80861 1.60202
H 7.44242 0.67274 2.77400
H 6.28238 2.42008 4.02100
H 5.34772 0.93011 4.18968
Cl -1.68914 -4.60790 0.28862
C -2.15130 -5.83475 -0.91633
C -2.51465 -5.21680 -2.24988
Cl -4.03009 -4.28722 -2.16368
H -2.97712 -6.41725 -0.50619
H -1.29347 -6.49842 -1.03803
H -2.66588 -6.00197 -2.99241
H -1.72998 -4.55147 -2.61331
*
```

***

No. 2
A cluster of 12 separate species, C37H53Br4F7O27 in total. Source: the Open Molecules 2025 dataset; level of theory: ωB97M-V with the def2-TZVPD basis set.

molecular weight: 1382.41 g/mol
HOMO-LUMO gap: 9.86 eV
SMILES: O=C1OC[C@@H](F)O1.O=C1OC[C@@H](F)O1.O=C1OC[C@@H](F)O1.O=C1OC[C@@H](F)O1.O=C1OC[C@@H](F)O1.O=C1OC[C@@H](F)O1.O=C1OC[C@@H](F)O1.CCOC(C)=O.CCOC(C)=O.CCOC(C)=O.BrCCBr.BrCCBr
calculated total energy: -14468.3149 Eh

Geometry as ORCA input:
```
! wB97M-V def2-TZVPD RIJCOSX def2/J DEFGRID3
* xyz 0 1
C -3.92365 5.06363 -3.31140
C -3.31747 3.91462 -4.09855
O -2.15802 3.60958 -3.37960
C -1.89208 4.59386 -2.51832
O -0.87853 4.75353 -1.80145
O -2.90102 5.45967 -2.45196
F -3.08973 4.36801 -5.30035
H -4.72927 4.71753 -2.66386
H -4.23975 5.93975 -3.87761
H -4.04647 3.10791 -4.17531
C 3.36905 -0.76599 -5.38804
C 2.60198 -1.09357 -4.09897
O 2.54267 0.17984 -3.46000
C 3.23424 1.10311 -4.09208
O 3.57298 2.18380 -3.56454
O 3.81927 0.55587 -5.19196
F 3.31636 -1.95945 -3.34051
H 2.89101 -0.87097 -6.36198
H 4.23308 -1.40616 -5.56615
H 1.63371 -1.52332 -4.35564
C 2.99750 1.57272 4.89239
C 1.82969 1.47114 4.02307
O 0.77578 1.02474 4.86766
C 1.38084 0.33380 5.79077
O 0.90620 -0.50515 6.59754
O 2.66663 0.56897 5.77930
F 2.02129 0.60622 2.97400
H 3.11499 2.52441 5.41064
H 3.92500 1.34462 4.36720
H 1.50039 2.41156 3.58117
C -2.28854 5.10189 1.56705
C -2.29100 3.66732 1.90904
O -3.01111 3.08469 0.86086
C -3.79702 4.01692 0.29044
O -4.72511 3.81533 -0.48298
O -3.48725 5.20607 0.83229
F -2.86902 3.45230 3.09934
H -1.34194 5.32103 1.07306
H -2.21317 5.63161 2.51669
H -1.27564 3.27694 1.97800
C 1.00830 -2.68000 3.01630
C 1.20434 -3.30339 4.45142
O 2.47320 -2.75213 4.76194
C 3.16009 -2.47440 3.60600
O 4.40210 -2.41009 3.49668
O 2.37675 -2.49655 2.56853
F 1.23963 -4.63762 4.39700
H 0.50750 -1.71575 3.10303
H 0.32267 -3.15215 2.31267
H 0.45476 -2.94366 5.15629
C 2.37060 -7.39479 -3.06831
C 3.07002 -7.63519 -4.44642
O 3.14212 -6.36979 -5.01605
C 2.22872 -5.61366 -4.48418
O 1.84783 -4.53634 -4.91892
O 1.80384 -6.11189 -3.30413
F 2.28571 -8.44370 -5.15639
H 3.02021 -7.25834 -2.20373
H 1.65604 -8.19180 -2.86271
H 4.02482 -8.15405 -4.36130
C -2.87762 -1.13518 -3.80324
C -2.20150 -2.00374 -4.93423
O -1.02063 -1.29702 -5.20327
C -1.15577 -0.07059 -4.74906
O -0.42339 0.86541 -4.93680
O -2.39393 0.13181 -4.15096
F -2.94789 -2.03406 -5.97446
H -2.56616 -1.47392 -2.81514
H -3.94696 -1.23496 -3.98942
H -1.96026 -3.03960 -4.69568
Br 5.09417 -1.65160 -0.21391
C 5.42485 -0.20356 0.99244
C 4.62774 1.00789 0.61118
Br 5.15883 2.63395 1.74264
H 6.48984 -0.00507 0.87202
H 5.29298 -0.45534 2.04473
H 3.58420 0.70241 0.68738
H 4.76984 1.19626 -0.45297
Br -1.28034 -5.70343 1.78492
C -3.06688 -4.92040 1.91984
C -3.42878 -4.20894 0.55922
Br -4.99217 -2.99094 0.76526
H -3.02603 -4.14644 2.68628
H -3.84289 -5.64178 2.17581
H -3.55993 -4.90099 -0.27262
H -2.65493 -3.55251 0.16128
O 1.16357 4.19241 1.39077
C 1.70357 4.54948 0.30474
O 2.04601 5.79529 -0.04714
C 1.78228 6.91634 0.80561
C 0.49614 7.62067 0.47565
C 2.05897 3.49249 -0.77278
H 2.61551 7.58362 0.58525
H 1.77266 6.73917 1.88107
H 0.43446 7.85864 -0.58626
H 0.54132 8.60735 0.93664
H -0.43874 7.17010 0.80898
H 1.20021 3.44043 -1.44205
H 1.91371 2.51561 -0.31158
H 3.02492 3.64938 -1.25282
O -1.83993 -2.33822 3.68768
C -2.64682 -1.43817 3.36477
O -3.71882 -0.99533 4.04635
C -4.33615 -1.83544 5.00040
C -3.92492 -1.42110 6.49215
C -2.35220 -0.45085 2.21997
H -4.16837 -2.89191 4.79107
H -5.38227 -1.57524 4.83910
H -4.12492 -0.38439 6.76293
H -2.89832 -1.66506 6.76543
H -4.40131 -2.14655 7.15160
H -3.13120 0.31107 2.19268
H -2.31067 -0.98027 1.26808
H -1.42557 0.02315 2.54366
O 0.72511 0.19928 0.48782
C -0.12553 0.07920 -0.38870
O -0.33492 -0.94876 -1.26227
C 0.50788 -2.04565 -1.31267
C -0.11485 -3.32118 -1.94376
C -1.19469 1.16344 -0.40798
H 0.77795 -2.37242 -0.30849
H 1.40483 -1.85159 -1.90082
H -0.88123 -3.83662 -1.36490
H 0.65176 -4.07969 -2.10210
H -0.28129 -3.16324 -3.00934
H -2.15918 0.78117 -0.74226
H -0.93074 2.01823 -1.03069
H -1.25071 1.58387 0.59611
*
```

***

No. 3
A cluster of 3 separate species, C2H12NO2 in total. Source: the Open Molecules 2025 dataset; level of theory: ωB97M-V with the def2-TZVPD basis set.

molecular weight: 82.12 g/mol
HOMO-LUMO gap (spin up / spin down): 3.79 / 11.66 eV
calculated total energy: -288.4946 Eh
<S²>: 0.75
energy relative to the best compared isomer or geometry (same formula, charge and spin): 0.2102 eV

Geometry as ORCA input:
```
! wB97M-V def2-TZVPD RIJCOSX def2/J DEFGRID3
* xyz 0 2
C -0.40301 1.28424 1.95489
C 0.53021 0.36414 1.15039
N 0.53132 0.86025 -0.28955
H 0.06262 2.04730 2.57537
H -1.02975 1.84596 1.26233
H -0.95856 0.59652 2.60214
H 1.54125 0.55546 1.49148
H 0.23020 -0.65439 1.04593
H 1.25246 0.40788 -0.87646
H 0.50986 1.88161 -0.30793
H -0.34950 0.54215 -0.75742
H -1.44266 -0.85581 -2.05699
H -0.14384 -0.64922 -2.88308
O -0.83808 -0.17302 -2.39173
H -0.54461 -2.71566 -0.45998
H 0.74770 -2.99269 -1.31187
O 0.30440 -2.34473 -0.74751
*
```

***

No. 4
A cluster of 2 separate species, C2H10N2O in total. Source: the Open Molecules 2025 dataset; level of theory: ωB97M-V with the def2-TZVPD basis set.

molecular weight: 78.11 g/mol
HOMO-LUMO gap: 10.39 eV
SMILES: NCN.CO
calculated total energy: -266.9140 Eh
energy relative to the best compared isomer or geometry (same formula, charge and spin): 0.8224 eV

Geometry as ORCA input:
```
! wB97M-V def2-TZVPD RIJCOSX def2/J DEFGRID3
* xyz 0 1
C -2.39759 1.25359 -0.38387
O -1.00825 1.35881 -0.60988
H -2.69651 0.27444 0.00938
H -2.66968 2.02194 0.32957
H -2.96331 1.41685 -1.30850
H -0.62871 0.59218 -1.05689
N 2.02761 -1.63364 -0.49738
C 1.70135 -0.40507 0.21562
N 0.72698 -0.59363 1.28954
H 2.19730 -2.34612 0.21092
H 1.21619 -1.94201 -1.02728
H 2.60891 -0.04743 0.69371
H 1.43707 0.33600 -0.53672
H -0.21753 -0.59345 0.90366
H 0.66617 0.30755 1.76811
*
```

***

No. 5
A structure of composition C39H62N7O3PSbSeSiTi. Source: the Open Molecules 2025 dataset; level of theory: ωB97M-V with the def2-TZVPD basis set.

molecular weight: 984.62 g/mol
HOMO-LUMO gap (spin up / spin down): 4.90 / 4.91 eV
calculated total energy: -6253.5713 Eh
energy relative to the best compared isomer or geometry (same formula, charge and spin): 0.0000 eV

Geometry as ORCA input:
```
! wB97M-V def2-TZVPD RIJCOSX def2/J DEFGRID3
* xyz 3 1
Ti -0.09791 -1.04123 0.72192
N 1.59267 -0.03075 0.12067
C 2.50585 0.28064 1.29211
C 3.85368 -0.36982 1.02319
C 4.60294 0.20527 -0.28077
C 5.73608 1.24326 -0.00921
N 5.36620 2.59382 -0.44524
C 5.59584 3.06689 -1.65590
N 6.20667 2.36082 -2.61711
N 5.24141 4.34998 -1.95109
C 1.78712 -0.37508 2.50440
O 2.35104 -0.76130 3.51141
O 0.42247 -0.42312 2.38960
H 2.18814 -0.46684 -0.57493
H 1.11652 0.77348 -0.25221
H 2.48250 1.36863 1.47625
H 3.72114 -1.48220 1.07054
H 4.56827 -0.19474 1.88856
H 3.92562 0.69210 -0.97784
H 5.08574 -0.58226 -0.83455
H 6.64567 1.01778 -0.53062
H 6.02352 1.28927 1.07627
H 4.94160 3.22068 0.20560
H 6.35128 1.32781 -2.48669
H 6.21233 2.67952 -3.57825
H 4.94413 4.96452 -1.23045
H 5.46403 4.75044 -2.85062
C -4.32481 -0.54012 2.54071
Si -4.44180 -0.27633 0.63609
C -5.41763 -1.70462 -0.20080
C -5.23178 1.42057 0.11455
Se -2.15766 -0.16694 -0.29251
H -3.28361 -0.57425 2.96512
H -4.84011 -1.40588 2.92427
H -4.77770 0.33112 3.00533
H -6.37407 -1.81045 0.34423
H -4.92821 -2.71138 -0.24518
H -5.59290 -1.42006 -1.24261
H -5.87641 1.27012 -0.76153
H -4.52243 2.19712 -0.14708
H -5.88150 1.68631 0.93447
C 2.49645 7.07448 0.34241
C 2.18351 6.25457 1.43976
C 1.20734 5.23864 1.28236
C 0.54368 5.05079 0.10206
C 0.76776 5.97426 -0.93422
C 1.69668 7.00623 -0.78009
Sb -0.75594 3.32020 -0.12470
C -2.27266 4.37101 0.89566
C -2.29845 5.76572 0.95228
C -3.19384 6.44684 1.84023
C -3.94531 5.70531 2.71542
C -3.96404 4.33062 2.64198
C -3.18924 3.66202 1.68228
C -1.45947 3.90701 -2.08882
C -0.81886 3.40557 -3.16588
C -1.25484 3.76789 -4.48268
C -2.44402 4.48200 -4.64696
C -3.05292 5.04921 -3.54078
C -2.60905 4.69714 -2.25241
H 3.26828 7.84642 0.43599
H 2.73824 6.34016 2.36467
H 0.91697 4.68299 2.19710
H 0.32784 5.86416 -1.96053
H 1.77846 7.61295 -1.69010
H -1.62526 6.37563 0.26692
H -3.17200 7.50676 1.83559
H -4.58232 6.19006 3.47217
H -4.57633 3.77392 3.30749
H -3.25523 2.59451 1.53764
H 0.11994 2.78245 -3.09171
H -0.76196 3.43345 -5.37418
H -2.89548 4.44638 -5.64337
H -3.94518 5.69448 -3.59047
H -3.12769 5.14887 -1.43596
O 0.43038 -2.76140 0.30324
P 0.11119 -4.22378 0.38873
N -0.46678 -4.82112 1.82902
C 0.29778 -4.49055 3.15795
C -0.71005 -4.92189 4.23542
C -2.03558 -5.19965 3.55112
C -1.88889 -4.69478 2.11450
N 1.61059 -4.84607 0.14735
C 2.76658 -4.05804 -0.25664
C 3.63880 -5.02700 -1.06608
C 2.82071 -6.26341 -1.30273
C 1.88879 -6.24156 -0.09733
N -1.13074 -4.38750 -0.73004
C -1.96971 -5.57695 -0.93718
C -1.99730 -5.81517 -2.44218
C -1.84758 -4.40233 -3.05060
C -1.05752 -3.59319 -1.98607
H 0.55794 -3.41239 3.22364
H 1.18318 -5.09832 3.26694
H -0.80771 -4.13257 5.00348
H -0.28939 -5.73961 4.83780
H -2.83710 -4.65377 4.01993
H -2.24640 -6.25973 3.53565
H -2.22419 -3.62123 1.96500
H -2.49474 -5.36346 1.47087
H 3.31077 -3.74893 0.66507
H 2.50579 -3.15232 -0.84692
H 4.47275 -5.35227 -0.37760
H 4.03861 -4.56082 -1.94658
H 3.45760 -7.18205 -1.28067
H 2.29997 -6.20700 -2.25750
H 2.32654 -6.67642 0.83288
H 1.03936 -6.90207 -0.27308
H -2.99694 -5.25777 -0.61275
H -1.64702 -6.43250 -0.34673
H -2.97107 -6.25192 -2.72469
H -1.31078 -6.58499 -2.74041
H -2.88017 -3.99325 -3.15285
H -1.44196 -4.46535 -4.05817
H -1.52720 -2.62614 -1.84130
H -0.00758 -3.55627 -2.30969
*
```

***

No. 6
A structure of composition C30H21Cl2F5N5O3RuSe. Source: the Open Molecules 2025 dataset; level of theory: ωB97M-V with the def2-TZVPD basis set.

molecular weight: 845.46 g/mol
HOMO-LUMO gap (spin up / spin down): 7.35 / 6.38 eV
calculated total energy: -5571.4212 Eh
<S²>: 0.76
energy relative to the best compared isomer or geometry (same formula, charge and spin): 0.5432 eV

Geometry as ORCA input:
```
! wB97M-V def2-TZVPD RIJCOSX def2/J DEFGRID3
* xyz 0 2
Ru -0.09976 -0.69325 -0.11131
Cl -6.87498 -0.00253 -0.48074
C -5.23896 -0.42390 -0.86433
C -4.22446 0.05979 -0.05555
C -2.90252 -0.25552 -0.34039
N -1.78829 0.13842 0.43782
C -1.82776 1.21757 1.24690
O -2.71723 2.05347 1.34382
C -0.60298 1.33075 2.11298
C -0.65846 2.22693 3.16737
C 0.39853 2.29455 4.05500
C 1.47040 1.44971 3.84168
C 1.45023 0.59668 2.74842
N 0.44297 0.52428 1.87285
C -2.59841 -1.06380 -1.43037
C -3.61783 -1.54561 -2.24355
C -4.93445 -1.22548 -1.96081
Cl -6.17832 -1.84219 -2.99478
N -1.23603 -1.35722 -1.58791
C -0.67923 -1.64625 -2.77737
O -1.22431 -1.72962 -3.87129
C 0.79506 -1.91854 -2.64903
C 1.47149 -2.34649 -3.77665
C 2.80530 -2.69921 -3.67229
C 3.39565 -2.63120 -2.42265
C 2.64747 -2.18384 -1.34650
N 1.37024 -1.80493 -1.43959
H -4.47327 0.69047 0.78268
H -1.54572 2.83614 3.26146
H 0.38173 2.97956 4.89258
H 2.32759 1.43837 4.50056
H 2.30122 -0.03482 2.57389
H -3.38466 -2.16014 -3.09820
H 0.91487 -2.39807 -4.70107
H 3.36302 -3.03572 -4.53637
H 4.42610 -2.91619 -2.26362
H 3.10206 -2.13724 -0.37361
F 3.73070 -4.56560 5.15435
C 2.83880 -4.10331 4.27979
C 1.53321 -4.56019 4.29443
F 1.16321 -5.47356 5.19291
C 0.62170 -4.06958 3.38031
F -0.62172 -4.55292 3.43993
C 0.94645 -3.11187 2.41638
Se -0.46135 -2.68406 1.19724
C 2.26163 -2.69139 2.43496
F 2.70697 -1.76931 1.56340
C 3.19939 -3.16055 3.33965
F 4.45267 -2.69514 3.30213
O 0.80066 0.90384 -1.39644
C 0.94770 2.02047 -1.88354
C 1.91809 3.03545 -1.35635
C 1.05066 4.20502 -0.80709
C -0.37796 3.80616 -0.37708
C -1.45183 3.73303 -1.47999
C -1.30683 2.54109 -2.42542
N 0.10654 2.47897 -2.85998
H 2.57947 3.38806 -2.15035
H 2.52605 2.57102 -0.58264
H 0.99471 5.00446 -1.55073
H 1.57030 4.62772 0.05328
H -0.72534 4.51922 0.37132
H -0.31965 2.84894 0.13861
H -1.40385 4.65714 -2.06910
H -2.43853 3.70464 -1.01397
H -1.95551 2.62921 -3.29454
H -1.54390 1.59797 -1.93708
H 0.40124 3.38013 -3.21436
*
```